1.
Here is a cluster of 11 separate species, C32H86O11 in total at a distorted geometry from the Open Molecules 2025 dataset. Energies are from wB97M-V/def2-TZVPD.

Values from the calculation:
* HOMO level: -9.26 eV
* energy relative to the best compared isomer or geometry (same formula, charge and spin): 30.6 kJ/mol
* largest force on an atom: 1.4 eV Å⁻¹
* structure (SMILES): CC(C)O.CC(C)O.CC(C)O.CC(C)O.CC(C)O.CC(C)O.CC(C)O.CC(C)O.CC(C)O.CC(C)O.CCO
* LUMO: 0.32 eV
* frontier orbital gap: 9.58 eV

```
! RIJCOSX wB97M-V def2-TZVPD def2/J DEFGRID3
* xyz 0 1
C -1.09 3.28 -1.98
C -1.02 4.79 -2.12
C -1.95 5.28 -3.21
O -1.32 5.45 -0.88
H -0.56 2.82 -2.82
H -2.13 2.93 -2.01
H -0.65 2.93 -1.05
H 0.00 5.08 -2.35
H -1.63 4.95 -4.20
H -1.99 6.37 -3.22
H -2.97 4.92 -3.06
H -2.26 5.33 -0.68
C 2.38 -2.72 0.43
C 3.83 -2.41 0.02
C 4.83 -3.19 0.83
O 4.02 -2.77 -1.34
H 2.26 -3.80 0.38
H 1.70 -2.23 -0.27
H 2.13 -2.45 1.45
H 3.99 -1.33 0.18
H 5.84 -2.97 0.47
H 4.66 -4.27 0.84
H 4.70 -2.87 1.87
H 3.43 -2.22 -1.88
C -3.85 0.24 3.76
C -3.58 -1.20 4.15
C -4.70 -2.12 3.73
O -2.38 -1.67 3.48
H -3.10 0.91 4.17
H -4.82 0.55 4.17
H -3.96 0.33 2.68
H -3.43 -1.21 5.23
H -4.81 -2.10 2.64
H -5.63 -1.79 4.19
H -4.52 -3.14 4.04
H -1.62 -1.22 3.86
C -0.46 -4.60 1.69
C -1.82 -4.46 1.03
C -2.33 -5.79 0.50
O -2.80 -4.02 1.97
H -0.53 -5.38 2.45
H -0.14 -3.63 2.06
H 0.29 -4.98 1.00
H -1.74 -3.76 0.18
H -3.25 -5.60 -0.07
H -2.64 -6.42 1.34
H -1.63 -6.30 -0.16
H -2.53 -3.18 2.40
C 0.63 3.53 3.64
C 0.03 4.61 4.53
C -1.46 4.75 4.34
O 0.23 4.22 5.91
H 0.61 3.79 2.57
H 0.11 2.59 3.79
H 1.69 3.43 3.90
H 0.50 5.58 4.35
H -1.73 5.15 3.36
H -1.84 5.49 5.06
H -2.02 3.83 4.51
H 1.11 4.51 6.16
C -4.77 1.84 -1.80
C -4.00 0.55 -1.99
C -4.40 -0.50 -0.97
O -4.21 0.03 -3.32
H -4.69 2.25 -0.79
H -5.84 1.65 -1.96
H -4.50 2.56 -2.57
H -2.93 0.77 -1.91
H -5.47 -0.71 -1.09
H -4.29 -0.10 0.05
H -3.79 -1.39 -1.03
H -5.15 -0.01 -3.53
C 3.99 3.94 -1.62
C 4.30 2.93 -0.56
C 3.80 1.54 -0.94
O 5.70 2.93 -0.31
H 4.57 3.72 -2.52
H 4.30 4.94 -1.30
H 2.93 3.99 -1.85
H 3.77 3.20 0.37
H 3.86 0.78 -0.16
H 4.54 1.19 -1.68
H 2.81 1.56 -1.38
H 6.01 2.03 -0.21
C -3.13 -3.53 -3.13
C -2.03 -2.77 -3.86
C -2.36 -2.58 -5.32
O -1.79 -1.50 -3.23
H -2.89 -3.66 -2.07
H -3.24 -4.54 -3.54
H -4.09 -3.03 -3.25
H -1.10 -3.34 -3.74
H -1.55 -2.05 -5.84
H -3.28 -2.01 -5.47
H -2.41 -3.54 -5.84
H -2.58 -0.94 -3.36
C 1.52 0.33 -4.52
C 2.07 -1.02 -4.10
C 3.45 -1.27 -4.65
O 2.22 -1.04 -2.66
H 0.49 0.47 -4.17
H 1.58 0.45 -5.60
H 2.07 1.15 -4.05
H 1.38 -1.83 -4.35
H 4.11 -0.44 -4.36
H 3.43 -1.27 -5.74
H 3.87 -2.20 -4.26
H 1.34 -0.95 -2.25
C 5.51 -0.55 3.65
C 4.11 -0.07 3.99
C 3.51 0.98 3.09
O 3.18 -1.20 3.95
H 5.77 -1.33 4.36
H 6.25 0.26 3.74
H 5.62 -0.86 2.61
H 4.11 0.30 5.03
H 4.22 1.80 2.99
H 2.64 1.42 3.58
H 3.10 0.54 2.18
H 3.50 -1.90 4.52
C 0.12 0.59 0.79
C -0.79 -0.30 -0.01
O -0.19 -0.50 -1.29
H -0.30 0.94 1.72
H 0.40 1.42 0.13
H 1.06 0.06 0.98
H -1.76 0.22 -0.14
H -1.03 -1.25 0.49
H -0.80 -0.99 -1.88
*
```

=====

2.
Here is a structure of composition C32H88As3F18N6O6 at a distorted geometry from the Open Molecules 2025 dataset. Energies are from wB97M-V/def2-TZVPD.

Values from the calculation:
* HOMO level: -15.34 eV
* energy relative to the best compared isomer or geometry (same formula, charge and spin): 0.0 kJ/mol
* largest force on an atom: 1.5 eV Å⁻¹
* LUMO: -5.59 eV
* frontier orbital gap: 9.76 eV

```
! RIJCOSX wB97M-V def2-TZVPD def2/J DEFGRID3
* xyz 3 1
C -15.47 24.41 -24.03
C -14.55 23.39 -23.41
N -14.68 21.96 -23.88
C -14.38 21.87 -25.34
C -13.77 21.10 -23.05
C -12.30 21.42 -23.23
C -16.11 21.56 -23.58
C -16.41 20.07 -23.65
O -15.89 19.53 -24.84
C -16.09 18.13 -24.92
H -16.53 24.21 -23.88
H -15.25 24.48 -25.10
H -15.27 25.37 -23.56
H -14.56 23.39 -22.32
H -13.51 23.66 -23.61
H -14.05 20.87 -25.57
H -13.77 22.71 -25.67
H -15.33 21.94 -25.88
H -13.96 20.08 -23.38
H -14.09 21.15 -22.01
H -11.96 21.53 -24.26
H -11.80 20.51 -22.90
H -11.98 22.27 -22.63
H -16.70 22.10 -24.31
H -16.33 21.90 -22.57
H -17.51 20.01 -23.66
H -15.96 19.55 -22.80
H -15.56 17.78 -25.80
H -17.15 17.87 -25.02
H -15.68 17.64 -24.02
C -18.04 23.88 -16.68
C -18.49 22.53 -17.19
N -17.39 21.54 -17.36
C -16.48 21.88 -18.49
C -16.51 21.45 -16.12
C -17.23 21.27 -14.80
C -17.97 20.15 -17.54
C -18.71 19.89 -18.82
O -19.96 20.53 -18.84
C -20.66 20.26 -20.04
H -17.13 24.30 -17.11
H -17.92 23.88 -15.59
H -18.78 24.66 -16.87
H -19.01 22.61 -18.15
H -19.25 22.11 -16.54
H -17.05 22.00 -19.41
H -15.80 21.05 -18.63
H -15.96 22.81 -18.28
H -15.92 22.37 -16.14
H -15.79 20.65 -16.29
H -18.10 21.90 -14.63
H -16.45 21.35 -14.05
H -17.60 20.25 -14.68
H -18.57 20.00 -16.65
H -17.15 19.44 -17.46
H -18.86 18.80 -18.84
H -18.11 20.16 -19.70
H -20.22 20.83 -20.87
H -21.70 20.55 -19.90
H -20.58 19.20 -20.32
C -10.68 18.58 -23.24
C -9.56 18.83 -22.26
C -9.53 17.78 -21.17
O -8.45 18.10 -20.36
C -7.97 17.07 -19.51
N -8.20 18.76 -22.93
H -7.98 17.83 -23.29
H -8.14 19.43 -23.71
H -7.52 19.05 -22.22
H -11.60 18.40 -22.68
H -10.53 17.63 -23.77
H -10.83 19.36 -23.99
H -9.61 19.81 -21.79
H -9.42 16.77 -21.60
H -10.51 17.83 -20.67
H -8.79 16.70 -18.89
H -7.14 17.44 -18.91
H -7.51 16.23 -20.05
C -17.26 15.09 -16.32
C -17.53 14.08 -15.23
C -17.46 12.62 -15.61
O -17.63 11.89 -14.45
C -17.57 10.48 -14.64
N -16.57 14.30 -14.10
H -16.70 13.62 -13.34
H -15.62 14.15 -14.44
H -16.56 15.28 -13.79
H -17.76 16.04 -16.13
H -17.71 14.80 -17.27
H -16.21 15.33 -16.48
H -18.51 14.24 -14.79
H -16.54 12.40 -16.19
H -18.26 12.43 -16.35
H -18.52 10.15 -15.06
H -17.45 10.01 -13.67
H -16.75 10.18 -15.29
C -20.51 12.69 -21.11
C -20.20 14.17 -21.02
C -20.79 14.84 -19.79
O -20.14 14.31 -18.67
C -20.76 14.65 -17.45
N -18.70 14.36 -20.89
H -18.17 13.73 -21.50
H -18.43 15.32 -21.12
H -18.37 14.18 -19.93
H -19.94 12.26 -21.94
H -21.57 12.59 -21.38
H -20.29 12.10 -20.22
H -20.48 14.70 -21.92
H -21.87 14.64 -19.81
H -20.61 15.92 -19.85
H -20.77 15.73 -17.24
H -20.21 14.16 -16.65
H -21.81 14.35 -17.44
C -11.79 15.86 -17.78
C -11.95 16.30 -16.34
C -10.65 16.35 -15.59
O -9.73 17.24 -16.18
C -8.39 16.83 -16.02
N -12.63 17.63 -16.32
H -13.06 17.88 -15.42
H -11.99 18.36 -16.66
H -13.40 17.57 -17.00
H -11.12 16.54 -18.29
H -12.78 15.85 -18.25
H -11.44 14.84 -17.82
H -12.58 15.61 -15.78
H -10.24 15.33 -15.60
H -10.79 16.57 -14.52
H -8.17 16.50 -15.00
H -7.75 17.66 -16.29
H -8.18 15.92 -16.61
As -15.86 17.02 -19.55
F -14.52 16.92 -20.65
F -14.85 17.51 -18.21
F -17.17 16.99 -18.44
F -16.98 16.56 -20.83
F -15.55 15.35 -19.24
F -16.12 18.65 -20.02
As -15.17 17.93 -13.53
F -14.89 17.45 -11.93
F -16.84 17.45 -13.40
F -15.49 18.38 -15.18
F -13.50 18.27 -13.79
F -14.88 16.28 -14.07
F -15.52 19.52 -13.03
As -12.31 20.81 -19.20
F -13.21 21.49 -17.88
F -13.77 20.13 -19.85
F -11.44 20.17 -20.56
F -10.90 21.53 -18.56
F -11.97 19.33 -18.35
F -12.64 22.27 -20.11
*
```